The following is a quantum chemistry calculation of a structure of composition C3H5NOS, from OMol25.

Geometry as XYZ:
```
11
Properties=species:S:1:pos:R:3:nbo_charge:R:1
C 1.73855 -0.45174 0.04551 -0.6776
C 0.28102 -0.46211 0.11063 0.5336
C -1.60321 0.88550 -0.00451 -0.2398
H 2.22468 -0.45437 1.02793 0.2392
H 2.07758 -1.39619 -0.37206 0.2452
H 2.07391 0.47644 -0.49126 0.2435
H -1.97571 1.26958 -0.97943 0.1833
H -2.06624 1.62009 0.70254 0.2053
N -0.48056 -1.44085 -0.14507 -0.5802
O -0.17532 0.81973 0.01691 -0.4945
S -2.09470 -0.86608 0.08880 0.3420
```

* orbital gap: 9.10 eV
* ΔE to the lowest compared entry with this formula, charge and spin: 36.6 kcal/mol
* E_HOMO: -8.26 eV
* calculated total energy: -645.45331 Eh

The following is a quantum chemistry calculation of an isolated molecule of C3H5NOS, from OMol25.

Geometry as XYZ:
```
11
Properties=species:S:1:pos:R:3:nbo_charge:R:1
C 0.73628 -1.24248 -0.36695 0.3352
C 0.50081 0.16048 -0.42169 -0.5497
C -0.80520 0.76212 0.18547 -0.0628
N 0.59438 -2.37440 0.00697 -0.6287
O -1.97842 0.54361 -0.63208 -0.6075
S -3.11628 -0.60250 -0.15256 0.2732
H 1.26803 0.48400 0.18791 0.2538
H 0.59688 0.66443 -1.39720 0.2497
H -1.06737 0.55686 1.20435 0.1881
H -0.60516 1.75039 0.20267 0.1821
H -0.05987 -2.92059 0.58818 0.3666
```

* orbital gap (alpha / beta): 10.07 / 4.70 eV
* ΔE to the lowest compared entry with this formula, charge and spin: 125.4 kcal/mol
* E_HOMO (alpha / beta): -9.40 / -6.40 eV
* calculated total energy: -645.31185 Eh

The following is a quantum chemistry calculation of an isolated molecule of C3H5NOS, from OMol25.

Geometry as XYZ:
```
11
Properties=species:S:1:pos:R:3:nbo_charge:R:1
O -4.05918 -0.03925 -0.25797 -0.4358
N -2.91414 0.10995 0.05370 0.2141
C -1.80462 0.26312 0.09390 0.1893
C -0.48115 0.60752 0.53560 -0.5026
C 0.48470 -0.29454 -0.16534 -0.5046
S -0.16980 -1.95575 0.17150 -0.0354
H -0.30784 0.42858 1.61068 0.2509
H -0.17075 1.68899 0.38646 0.2405
H 0.60790 -0.08033 -1.18127 0.2207
H 1.59019 -0.26662 0.08690 0.2485
H -1.22615 -2.15261 -0.43367 0.1143
```

* orbital gap: 9.88 eV
* ΔE to the lowest compared entry with this formula, charge and spin: 98.8 kcal/mol
* E_HOMO: -9.33 eV
* calculated total energy: -645.35418 Eh

The following is a quantum chemistry calculation of a cluster of 2 separate species, C3H5NOS2 in total, from OMol25.

Geometry as XYZ:
```
12
Properties=species:S:1:pos:R:3:nbo_charge:R:1
C 1.02467 -0.24057 0.10442 -0.1953
C -0.32356 0.02117 0.36312 0.1152
C -1.05692 -0.98589 1.30300 -0.2971
H 0.44227 -0.64752 -2.09075 0.4181
H 1.58709 -0.87418 0.91959 0.2345
H 1.23527 0.93177 0.18300 0.2061
H -2.03924 -0.68902 1.49219 0.1972
H -0.78505 3.08847 -1.43185 0.1679
N -0.94432 1.13568 -0.06433 -0.4700
O 1.46532 -1.06122 -1.07779 -0.6395
S -0.65922 -2.51423 1.65090 0.1284
S 0.05369 1.83554 -1.35150 0.1343
```

* orbital gap: 7.74 eV
* ΔE to the lowest compared entry with this formula, charge and spin: 152.2 kcal/mol
* E_HOMO: -9.18 eV
* calculated total energy: -1043.44664 Eh